# 1
Here is 2 unconnected molecules or ions with the total composition C2H7NO3 at a distorted geometry from the OMol25 dataset. Energies are from the ωB97M-V functional and the def2-TZVPD basis.

The geometry in XYZ format:
```
13
Properties=species:S:1:pos:R:3:forces:R:3
N -1.7995 -0.0171 -1.1728 0.2 -0.3 0.8
C -0.7954 0.7446 -0.4344 0.0 1.2 -0.3
C -0.2009 0.2497 0.8789 0.7 -0.4 0.5
O -0.5210 0.6959 1.9552 -0.3 -0.2 -0.6
O 0.7603 -0.6810 0.7985 -0.2 0.1 -0.1
H -1.3874 -0.8775 -1.5115 0.0 -0.1 -0.1
H -2.5021 -0.3116 -0.5042 -0.3 0.0 -0.1
H -1.2001 1.7140 -0.1532 -0.4 0.0 -0.1
H -0.0138 1.0153 -1.1521 0.2 -0.2 0.2
H 1.1950 -0.7213 -0.1110 -0.7 -0.1 0.9
O 1.9839 -0.7849 -1.3438 0.3 -0.1 -0.9
H 1.5485 -0.1985 -1.9776 0.4 0.0 0.0
H 2.8752 -0.4575 -1.1808 0.0 0.1 -0.2
```
Forces are in eV/Å.

The calculation puts the energy above the lowest of the compared OMol25 structures with the same formula, charge and spin at 21.57 kcal/mol. As for the structure (SMILES): NCC(=O)O.O. The calculation puts the LUMO energy at 0.0011 Eh.

# 2
Here is C2HCl in the gas phase at a distorted geometry from the OMol25 dataset. Energies are from the ωB97M-V functional and the def2-TZVPD basis.

The geometry in XYZ format:
```
4
Properties=species:S:1:pos:R:3:forces:R:3
C -0.5604 -0.7908 0.1414 0.8 2.3 3.9
C 0.1218 -0.4591 -2.4371 0.5 0.6 -1.1
Cl -0.7919 -1.2484 -1.3494 -0.2 -0.7 -1.5
H 0.0557 0.2058 0.3904 -1.0 -2.2 -1.3
```
Forces are in eV/Å.

The calculation puts the energy above the lowest of the compared OMol25 structures with the same formula, charge and spin at 196.47 kcal/mol. The calculation puts the LUMO energy (spin up / spin down) at -0.0563 / -0.0574 Eh.

# 3
Here is 2 unconnected molecules or ions with the total composition C4H7NO2 from the OMol25 dataset. Energies are from the ωB97M-V functional and the def2-TZVPD basis.

The geometry in XYZ format:
```
14
Properties=species:S:1:pos:R:3:forces:R:3
C -0.6515 1.4505 1.3563 0.2 0.2 0.0
C -0.5950 -0.3549 -0.1869 0.1 0.0 -0.1
C -0.3515 -1.7086 0.3346 0.1 -0.2 0.4
O -0.8777 -1.5262 -0.9675 -0.1 -0.2 -0.3
C 0.5466 0.4050 -0.6373 -0.3 -0.1 0.1
O 0.7928 1.4299 0.0606 -0.4 -0.2 0.3
N 1.2238 0.0528 -1.7340 -0.1 0.1 0.1
H -0.8512 0.6204 2.0357 0.2 0.1 -0.4
H -0.0425 2.2243 1.8135 0.0 -0.1 -0.1
H -1.5499 1.8200 0.8707 0.3 -0.1 -0.1
H 0.6488 -2.1480 0.3669 -0.1 0.1 0.0
H -1.0435 -2.1219 1.0718 0.1 0.1 -0.1
H 1.9035 0.6454 -2.1831 -0.1 0.0 0.2
H 0.8944 -0.7834 -2.2022 0.1 0.1 0.1
```
Forces are in eV/Å.

The calculation puts the energy above the lowest of the compared OMol25 structures with the same formula, charge and spin at 133.27 kcal/mol. The calculation puts the LUMO energy (spin up / spin down) at 0.0124 / 0.0124 Eh.

# 4
Here is a molecular structure, C34H26N4S4Ti from the OMol25 dataset. Energies are from the ωB97M-V functional and the def2-TZVPD basis.

The geometry in XYZ format:
```
69
Properties=species:S:1:pos:R:3:forces:R:3
Ti 0.0273 -0.3292 0.2215 -0.4 -0.1 -0.7
S 1.7750 -1.8613 0.5462 0.1 0.1 -0.3
C 2.2534 -2.6916 -0.9333 0.1 0.0 0.2
C 3.4380 -3.4186 -0.9844 0.0 0.0 -0.1
C 3.7731 -4.0954 -2.1486 0.0 0.0 0.0
C 2.9413 -4.0576 -3.2634 0.0 0.0 0.1
C 1.7614 -3.3285 -3.2204 0.1 -0.1 0.0
C 1.4361 -2.6574 -2.0481 0.0 -0.1 0.0
S -0.0421 -1.7114 -1.9452 -0.1 -0.1 0.1
C -1.2073 -2.9843 -1.3892 -0.1 -0.3 0.0
C -1.6204 -2.9586 0.0550 0.1 0.1 -0.1
C -2.1282 -4.0965 0.6536 0.0 0.0 0.0
C -2.7549 -3.9793 1.8822 0.0 -0.1 0.1
C -2.9610 -2.7180 2.4177 0.0 0.0 0.0
C -2.4376 -1.6242 1.7555 0.1 0.2 -0.1
C -2.8874 -0.2306 2.1074 -0.2 -0.2 0.0
S -1.6706 1.0494 1.7292 0.3 0.0 0.1
C -2.4620 2.1815 0.6510 -0.2 0.1 -0.1
C -3.1628 3.2693 1.1671 0.0 0.0 0.0
C -3.7397 4.1791 0.2979 0.0 0.0 0.0
C -3.5982 4.0053 -1.0750 0.0 0.0 0.0
C -2.8818 2.9340 -1.5857 -0.1 0.1 0.1
C -2.3003 2.0088 -0.7198 0.0 0.0 -0.2
S -1.4117 0.6609 -1.4275 0.1 0.0 0.2
N -1.6614 -1.7575 0.6607 0.0 0.0 0.2
H 4.0922 -3.4541 -0.1239 0.0 0.0 0.0
H 4.6956 -4.6586 -2.1856 0.0 0.0 0.0
H 3.2194 -4.5876 -4.1633 0.0 0.0 0.0
H 1.1154 -3.2777 -4.0875 0.0 0.0 0.0
H -0.7974 -3.9525 -1.6729 0.0 0.0 0.0
H -2.1226 -2.8354 -1.9683 0.0 0.0 0.0
H -2.0494 -5.0499 0.1509 0.0 0.0 0.0
H -3.1397 -4.8558 2.3867 0.0 0.0 0.0
H -3.5474 -2.5760 3.3145 0.0 0.0 0.0
H -3.1841 -0.1617 3.1525 0.1 0.0 0.0
H -3.7671 -0.0152 1.4958 0.0 0.0 0.0
H -3.2551 3.4037 2.2371 0.0 0.0 0.0
H -4.2967 5.0211 0.6834 0.0 0.0 0.0
H -4.0488 4.7149 -1.7557 0.0 0.0 0.0
H -2.7757 2.8131 -2.6555 0.0 0.0 0.0
C 2.0751 1.0712 -4.4232 0.0 0.1 0.0
C 1.5548 2.3493 -4.2996 0.0 -0.1 -0.1
C 1.2246 2.8157 -3.0400 0.1 -0.1 0.0
C 1.4123 1.9662 -1.9559 -0.2 0.2 0.2
N 1.8386 0.7121 -2.0688 0.1 -0.2 -0.1
C 2.1866 0.2887 -3.2858 0.0 0.0 0.2
C 1.2143 2.4478 -0.5660 0.0 -0.1 0.1
C 1.2883 3.8027 -0.2751 0.2 0.0 0.0
C 1.3147 4.2301 1.0374 0.0 0.0 0.0
C 1.3228 3.2845 2.0487 0.0 0.0 0.0
C 1.2118 1.9524 1.7066 0.1 -0.2 0.1
N 1.0793 1.5360 0.4248 0.0 0.4 0.3
C 1.2107 0.8847 2.7368 -0.1 0.0 -0.2
C 1.7299 1.0607 4.0034 0.0 -0.1 0.1
C 1.6527 0.0145 4.9119 0.0 0.1 0.0
C 1.0626 -1.1748 4.5264 -0.1 -0.1 -0.1
C 0.5895 -1.2917 3.2325 0.0 0.1 0.0
N 0.6656 -0.2845 2.3551 0.0 0.0 0.0
H 2.3851 0.6799 -5.3813 0.0 0.0 0.0
H 1.4203 2.9758 -5.1708 0.0 0.0 0.0
H 0.8166 3.8071 -2.9150 0.0 0.0 0.0
H 2.5791 -0.7164 -3.3455 0.0 -0.1 0.0
H 1.3845 4.5121 -1.0817 0.0 0.0 0.0
H 1.3706 5.2845 1.2717 0.0 0.0 0.0
H 1.3953 3.5783 3.0846 0.0 0.0 0.0
H 2.2040 1.9905 4.2799 0.0 0.0 0.0
H 2.0552 0.1315 5.9088 0.0 0.0 0.0
H 0.9855 -2.0149 5.2010 0.0 0.0 0.0
H 0.1524 -2.2108 2.8667 0.0 0.0 0.0
```
Forces are in eV/Å.

The calculation puts the energy above the lowest of the compared OMol25 structures with the same formula, charge and spin at 4.32 kcal/mol. As for the charge: +2. The calculation puts the LUMO energy at -0.2384 Eh.

# 5
Here is 3 unconnected molecules or ions with the total composition C15H14F2O7S at a distorted geometry from the OMol25 dataset. Energies are from the ωB97M-V functional and the def2-TZVPD basis.

The geometry in XYZ format:
```
39
Properties=species:S:1:pos:R:3:forces:R:3
C 1.4940 1.2567 3.8956 -0.7 -0.4 -0.6
C 0.1620 1.4951 3.0401 0.8 0.3 0.7
C -0.7783 2.5047 3.7846 1.9 -0.3 0.3
F -0.1433 3.7627 3.7157 -1.1 -1.2 0.0
O -2.0739 2.6838 3.1929 -0.5 -1.2 1.0
S -2.9621 1.2697 3.1495 -2.5 1.2 -3.4
O -4.1763 1.6395 2.3566 3.0 -0.7 2.1
O -3.5718 0.9270 4.7076 0.4 0.6 0.3
F -3.2226 1.9060 5.6629 -0.1 0.2 0.1
H 2.1424 2.1657 3.8359 -0.5 -0.9 0.2
H 1.9941 0.3637 3.4184 -0.3 1.1 0.6
H 1.2684 0.9833 4.9655 0.2 0.4 -1.0
H 0.4851 1.9684 2.0693 -0.7 -0.7 0.9
H -0.2846 0.4750 2.8861 0.1 1.2 -0.1
H -0.8508 2.2429 4.8795 -0.2 0.4 -1.1
C 2.0376 0.5699 -2.7960 -0.2 -0.1 0.2
C 1.4514 0.2091 -1.6541 -0.1 -0.1 -0.3
C 2.0609 0.5330 -0.3456 -0.1 -0.1 0.2
O 1.5290 0.2032 0.6965 0.2 0.0 -0.2
C 3.3423 1.2727 -0.3521 0.2 0.1 -0.1
C 3.9274 1.6330 -1.4938 0.0 0.0 0.3
C 3.3188 1.3093 -2.8032 0.1 0.1 -0.3
O 3.8509 1.6392 -3.8439 -0.1 0.0 0.1
H 1.6077 0.3415 -3.7634 0.0 0.0 0.0
H 0.5115 -0.3324 -1.6303 0.2 0.2 0.1
H 3.7725 1.5015 0.6151 0.0 0.0 0.0
H 4.8651 2.1738 -1.5174 0.0 0.0 0.0
C -2.1245 -2.5326 -4.3483 0.0 0.3 0.1
C -1.8294 -1.6659 -3.3801 0.0 0.0 -0.2
C -1.4965 -2.1261 -2.0143 0.0 0.1 0.2
O -1.2286 -1.3351 -1.1295 -0.1 -0.2 -0.1
C -1.5019 -3.5837 -1.7641 0.0 -0.2 0.0
C -1.7969 -4.4509 -2.7321 0.1 0.0 0.3
C -2.1300 -3.9912 -4.0983 -0.1 -0.2 -0.2
O -2.3969 -4.7801 -4.9811 0.0 0.1 0.1
H -2.3713 -2.2145 -5.3533 0.0 0.0 0.0
H -1.8201 -0.5955 -3.5454 0.0 0.0 0.0
H -1.2550 -3.9015 -0.7590 0.0 0.1 0.0
H -1.8064 -5.5208 -2.5666 0.0 0.0 0.0
```
Forces are in eV/Å.

The calculation puts the LUMO energy at -0.0698 Eh.

# 6
Here is a molecular structure, CHBrClNO at a distorted geometry from the OMol25 dataset. Energies are from the ωB97M-V functional and the def2-TZVPD basis.

The geometry in XYZ format:
```
6
Properties=species:S:1:pos:R:3:forces:R:3
C -0.3756 0.3148 0.7468 0.2 -0.4 -4.5
N 0.7221 0.0120 1.6625 0.4 -0.6 2.2
O 1.7801 -0.3579 1.2815 -0.3 0.0 -1.2
Cl -1.8412 -0.3440 1.4026 0.0 -0.2 0.0
Br -0.3020 2.2198 0.8809 -0.2 0.7 -0.2
H -0.2761 0.0342 -0.4860 0.0 0.5 3.6
```
Forces are in eV/Å.

The calculation puts the energy above the lowest of the compared OMol25 structures with the same formula, charge and spin at 65.87 kcal/mol. The calculation puts the LUMO energy at -0.0269 Eh.